Record 1
Computed, not measured: a cluster of 2 separate species, CHFN2O in total at a distorted geometry, with the ωB97M-V functional and the def2-TZVPD basis.

E_LUMO (alpha / beta) in hartree: -0.0284 / -0.0376
HOMO-LUMO gap (alpha / beta) in eV: 8.9776 / 8.2112

Geometry as ORCA input:
```
! RIJCOSX wB97M-V def2-TZVPD def2/J DEFGRID3
* xyz 0 1
C -0.12418 -0.92806 -0.26878
N -0.70419 -0.32310 0.61834
N 0.37244 1.41629 0.90580
O -0.08591 2.18182 0.19118
F 1.12140 -0.60562 -0.74662
H -0.57956 -1.74133 -0.69991
*
```

Record 2
Computed, not measured: a cluster of 3 separate species, CHFN2O3 in total at a distorted geometry, with the ωB97M-V functional and the def2-TZVPD basis.

E_LUMO (alpha / beta) in hartree: -0.0091 / -0.0150
HOMO-LUMO gap (alpha / beta) in eV: 7.2805 / 7.1353

Geometry as ORCA input:
```
! RIJCOSX wB97M-V def2-TZVPD def2/J DEFGRID3
* xyz 0 1
C 0.96208 -0.17240 0.84974
N 0.49653 0.93258 -1.34923
N -1.67455 0.03419 -0.07651
O -0.63222 0.69939 -1.49998
O -2.35726 -0.79495 -0.48175
O -0.00897 -0.84873 0.65135
F 2.17984 -0.63995 0.55585
H 1.03455 0.78987 1.35053
*
```

Record 3
Computed, not measured: a cluster of 2 separate species, CHFN5 in total at a distorted geometry, with the ωB97M-V functional and the def2-TZVPD basis.

E_LUMO (alpha / beta) in hartree: 0.1616 / 0.0561
⟨S²⟩: 2.01
HOMO-LUMO gap (alpha / beta) in eV: 7.1342 / 6.2368

Geometry as ORCA input:
```
! RIJCOSX wB97M-V def2-TZVPD def2/J DEFGRID3
* xyz -1 3
C 0.18232 0.23217 0.26427
N 1.16575 0.06515 1.06160
N 0.55542 0.15751 -1.02008
N 2.27424 -0.00476 0.28884
N 1.92502 0.12988 -0.95164
N -1.84238 0.14951 0.42025
F -2.16411 -1.19975 0.45436
H -2.09624 0.47029 -0.51760
*
```

Record 4
Computed, not measured: a cluster of 2 separate species, CHFNO3S in total at a distorted geometry, with the ωB97M-V functional and the def2-TZVPD basis.

E_LUMO in hartree: 0.1487
HOMO-LUMO gap in eV: 10.4546

Geometry as ORCA input:
```
! RIJCOSX wB97M-V def2-TZVPD def2/J DEFGRID3
* xyz -1 1
C 0.91456 -0.03826 -0.91794
N 1.77379 0.15268 -1.64856
O -1.55598 0.41352 -0.94501
O -0.70385 -0.25771 1.32308
O -0.95996 -1.89030 -0.50405
F 0.92983 1.41485 1.30099
S -0.68994 -0.51252 -0.17684
H 0.29155 0.71776 1.56833
*
```

Record 5
Computed, not measured: an isolated molecule of CHFOS2 at a distorted geometry, with the ωB97M-V functional and the def2-TZVPD basis.

E_LUMO in hartree: -0.0248
SMILES: FC(=S)OS
HOMO-LUMO gap in eV: 8.8401

Geometry as ORCA input:
```
! RIJCOSX wB97M-V def2-TZVPD def2/J DEFGRID3
* xyz 0 1
F 1.17007 1.22583 0.33105
C 1.05427 -0.09680 0.09710
S 2.17395 -1.21661 0.19093
O -0.16659 -0.41866 -0.23051
S -1.59773 0.55578 0.14431
H -2.63397 -0.04953 -0.53287
*
```

Record 6
Computed, not measured: a cluster of 2 separate species, CHFOS2 in total at a distorted geometry, with the ωB97M-V functional and the def2-TZVPD basis.

E_LUMO (alpha / beta) in hartree: -0.0418 / -0.0292
HOMO-LUMO gap (alpha / beta) in eV: 7.2163 / 8.1124

Geometry as ORCA input:
```
! RIJCOSX wB97M-V def2-TZVPD def2/J DEFGRID3
* xyz 0 1
C 1.09054 -0.22512 -0.12206
O -0.53748 1.14642 0.00830
F 0.76315 -1.33081 0.41739
S 2.50210 0.21679 -0.62525
S -1.61860 0.37092 0.72669
H -2.19971 -0.17820 -0.40507
*
```

Record 7
Computed, not measured: a cluster of 2 separate species, CHIN2O2S in total at a distorted geometry, with the ωB97M-V functional and the def2-TZVPD basis.

E_LUMO (alpha / beta) in hartree: -0.0184 / -0.1382
⟨S²⟩: 2.01
HOMO-LUMO gap (alpha / beta) in eV: 7.4577 / 5.4883

Geometry as ORCA input:
```
! RIJCOSX wB97M-V def2-TZVPD def2/J DEFGRID3
* xyz 0 3
C 0.47500 -3.18022 0.09568
N 0.61140 -2.94641 1.24947
N 1.48706 -0.09396 -0.29131
O 0.55203 -1.48644 -2.11836
O 1.15043 -2.43123 2.20155
S 0.77104 -0.13948 -1.65719
I -0.96992 -3.99624 -0.99504
H 1.79051 0.75784 -0.07518
*
```

Record 8
Computed, not measured: a structure of composition CHINO2P at a distorted geometry, with the ωB97M-V functional and the def2-TZVPD basis.

E_LUMO in hartree: -0.0479
HOMO-LUMO gap in eV: 8.1003

Geometry as ORCA input:
```
! RIJCOSX wB97M-V def2-TZVPD def2/J DEFGRID3
* xyz 0 1
C 1.42299 -0.11434 -0.61669
N 1.31535 0.77924 0.12798
O 0.94793 1.60809 0.91506
O 0.47870 -0.19272 -3.63357
P -0.22611 -0.01658 -2.40432
I -1.13549 2.25685 -2.37942
H 1.97893 -0.76786 -1.32102
*
```

Record 9
Computed, not measured: a cluster of 2 separate species, CHIOS in total at a distorted geometry, with the ωB97M-V functional and the def2-TZVPD basis.

E_LUMO in hartree: 0.0155
SMILES: O=C=S.I
HOMO-LUMO gap in eV: 10.3090

Geometry as ORCA input:
```
! RIJCOSX wB97M-V def2-TZVPD def2/J DEFGRID3
* xyz 0 1
O -1.34036 0.74372 -0.22879
C -1.08064 -0.38440 -0.06001
S -0.53860 -1.88269 -0.05355
I 1.85337 0.94146 -0.39245
H 1.10622 0.58190 0.73480
*
```

Record 10
Computed, not measured: an isolated molecule of CHIOS2 at a distorted geometry, with the ωB97M-V functional and the def2-TZVPD basis.

E_LUMO in hartree: -0.0403
HOMO-LUMO gap in eV: 7.6268

Geometry as ORCA input:
```
! RIJCOSX wB97M-V def2-TZVPD def2/J DEFGRID3
* xyz 0 1
C -0.84623 -0.34715 1.06289
O 2.25511 0.60236 -0.80768
S -1.55788 -1.85252 0.85329
S -2.47614 -0.19153 0.02532
I 0.16359 0.45914 -0.89883
H 2.46154 1.32971 -0.23499
*
```

In order of appearance, energy relative to the best compared isomer or geometry (same formula, charge and spin) = 58.95; 74.97; 45.05; 12.47; 28.34; 84.91; 2.35; 70.95; 17.90; 106.96 kcal per mole.